No. 1
C14H23Cl2IrN2S2Si as an isolated structure, computed with ωB97M-V/def2-TZVPD.

```
45
Properties=species:S:1:pos:R:3:lowdin_spin:R:1
Ir -0.78883 -0.53219 0.77989 0.09
Cl -3.45104 -1.02382 0.87239 0.00
C -3.37863 -1.45032 2.59632 0.00
Cl -1.73065 -1.15201 3.19505 0.03
H -3.60143 -2.50514 2.70212 0.00
H -4.07436 -0.82482 3.14302 0.00
C -2.56696 2.16564 3.02439 0.00
C -1.86198 2.55476 1.76291 0.00
C -1.79595 3.86834 1.35534 0.00
C -1.13977 4.18828 0.16094 0.00
C -0.56993 3.20413 -0.60674 0.00
C -0.68708 1.88278 -0.15432 0.00
N -1.30986 1.58956 1.00364 0.00
N -0.23302 0.75595 -0.73215 -0.01
Si 0.63522 0.50665 -2.24015 0.00
C 0.56687 -1.34002 -2.52870 0.00
C -0.15727 1.45348 -3.64620 0.00
C 2.42316 1.03045 -2.07077 0.00
H -2.74612 3.03666 3.64937 0.00
H -1.98312 1.44525 3.59198 0.00
H -3.53438 1.71370 2.78867 0.00
H -2.23764 4.64123 1.96638 0.00
H -1.08014 5.22114 -0.15674 0.00
H -0.04853 3.41683 -1.52875 0.00
H -0.39367 -1.75917 -2.22714 0.00
H 1.35258 -1.85027 -1.96719 0.00
H 0.71424 -1.57187 -3.58544 0.00
H -1.23846 1.54703 -3.52973 0.00
H 0.03425 0.92715 -4.58353 0.00
H 0.26145 2.45642 -3.74517 0.00
H 2.90681 0.52959 -1.22986 0.00
H 2.52508 2.10829 -1.93076 0.00
H 2.95605 0.75676 -2.98521 0.00
C 1.63976 -4.47572 0.11808 0.01
C 1.14919 -3.10474 0.48471 0.16
S -0.51396 -2.85941 0.43401 0.24
C 2.01688 -2.09969 0.87367 0.18
C 3.50443 -2.30397 0.87107 0.02
S 1.47489 -0.60160 1.43495 0.24
H 0.80950 -5.17652 0.07007 0.00
H 2.37106 -4.83842 0.84061 0.00
H 2.12236 -4.45101 -0.86250 0.01
H 3.80287 -3.07310 1.58582 0.00
H 4.01988 -1.37967 1.12362 0.00
H 3.83621 -2.62655 -0.11799 0.01
```

Properties
* net charge: +1
* multiplicity: 2
* DFT total energy: -2767.2083 hartree
* largest force on an atom: 1.90 eV/A
* energy above the lowest of the compared OMol25 structures with the same formula, charge and spin: 0.221 eV

No. 2
C3H3BiO2 as an isolated structure, computed with ωB97M-V/def2-TZVPD.

```
9
Properties=species:S:1:pos:R:3:lowdin_spin:R:1
O -0.70378 1.03978 0.61188 0.23
C -0.41014 0.09727 -0.15744 0.03
C -1.74183 -0.37513 -0.59293 0.43
C -2.73025 -0.08103 0.32716 0.26
H -1.89171 -0.70477 -1.62338 0.02
H -3.32605 -0.88937 0.75539 0.02
H -3.04381 0.94142 0.54339 0.02
O 0.68932 -0.41920 -0.40541 -0.01
Bi 2.56719 -0.47607 0.11545 -0.01
```

Properties
* net charge: +3
* multiplicity: 2
* DFT total energy: -479.6119 hartree
* largest force on an atom: 10.48 eV/A
* energy above the lowest of the compared OMol25 structures with the same formula, charge and spin: 1.727 eV

No. 3
A 2-piece molecular cluster, C4H8NO2S overall, computed with ωB97M-V/def2-TZVPD.

```
16
Properties=species:S:1:pos:R:3:mulliken_charge:R:1
O -0.26455 0.00675 -1.72761 -0.77
C -0.15238 0.86974 -0.81119 0.14
N -0.92591 1.85820 -0.43472 -0.84
C -2.77879 -0.92736 0.30313 0.09
O -3.50188 -1.63405 0.96223 -0.49
C 1.10458 0.72278 0.04335 -0.39
C 1.42296 -0.79537 0.39248 -0.53
S 3.19723 -1.12775 0.55409 -0.29
H -1.67710 1.90814 -1.12679 0.31
H -3.13706 0.11846 0.24944 0.19
H -1.84161 -1.09203 -0.23755 0.18
H 1.13150 1.19749 1.02302 0.29
H 1.98185 1.07995 -0.50307 0.29
H 0.96624 -1.32035 -0.44687 0.38
H 0.86387 -1.01945 1.29409 0.34
H 3.61104 0.15485 0.46598 0.10
```

Properties
* net charge: -1
* DFT total energy: -760.6464 hartree
* largest force on an atom: 2.45 eV/A
* energy above the lowest of the compared OMol25 structures with the same formula, charge and spin: 1.808 eV

No. 4
C4H8O2 in the gas phase, computed with ωB97M-V/def2-TZVPD.

```
14
Properties=species:S:1:pos:R:3:mulliken_charge:R:1
O 1.94066 -0.51898 -0.31363 -0.59
C 0.59581 -0.47663 -0.67685 0.19
C -0.40057 -1.23928 0.22746 -0.69
C -1.12882 0.09161 0.46163 -0.57
C -0.03716 0.90596 -0.30006 -0.24
O 0.80164 1.77834 0.40775 -0.61
H 2.10130 0.34364 0.11044 0.36
H 0.47003 -0.76129 -1.72899 0.30
H -1.03375 -1.97226 -0.27981 0.23
H 0.11989 -1.74754 1.04872 0.28
H -1.77082 0.29776 -0.36938 0.21
H -1.83878 0.25829 1.28009 0.42
H -0.39169 1.45138 -1.19057 0.34
H 0.57227 1.58901 1.32321 0.37
```

Properties
* SMILES: O[C@@H]1CC[C@@H]1O
* DFT total energy: -307.6194 hartree
* largest force on an atom: 1.92 eV/A
* energy above the lowest of the compared OMol25 structures with the same formula, charge and spin: 2.531 eV

No. 5
A 3-piece molecular cluster, C19H32BN2O9 overall, computed with ωB97M-V/def2-TZVPD.

```
63
Properties=species:S:1:pos:R:3:mulliken_charge:R:1
C 1.82339 -3.10721 0.62557 0.80
C 1.44956 -2.03649 0.24242 -1.56
N 0.96541 -0.80247 -0.21450 0.19
C 0.14392 -0.98812 -1.45453 -1.46
C -0.22594 0.38133 -2.05648 0.52
C -1.73366 0.53548 -2.01926 -1.79
C -2.30995 0.35937 -0.62679 0.89
C -3.80081 0.23586 -0.55150 -1.24
N -1.52263 0.28530 0.37642 -0.43
O 0.27900 1.47704 -1.32245 -0.41
C 1.64570 1.49240 -0.93148 0.06
B 2.67827 2.15478 -1.95901 0.71
O 2.29405 2.58118 -3.18627 -0.51
O 3.99071 2.23375 -1.57998 -0.56
C 4.35801 3.24620 -0.62085 -0.22
C 4.84828 2.61696 0.66559 -1.02
C 2.14375 0.10544 -0.51520 -0.86
H 2.40153 -3.95746 0.91548 0.68
H 0.34191 -0.36974 0.49896 0.54
H -0.74604 -1.54430 -1.17043 0.52
H 0.72654 -1.61745 -2.12959 0.46
H 0.12965 0.43492 -3.09495 0.79
H -2.20388 -0.23128 -2.64840 0.48
H -2.00737 1.49785 -2.46286 0.46
H -4.25882 1.22803 -0.48631 0.06
H -4.09138 -0.31192 0.34762 0.44
H -4.21320 -0.25974 -1.43190 0.37
H -2.06285 0.15074 1.23150 0.23
H 1.65884 2.11362 -0.02431 0.23
H 1.36169 2.42556 -3.37646 0.34
H 5.13427 3.85708 -1.08598 0.39
H 3.50596 3.90818 -0.42096 0.27
H 5.66266 1.91831 0.46341 0.28
H 4.04409 2.05929 1.15914 0.18
H 5.19187 3.38410 1.36253 0.40
H 2.70101 -0.42628 -1.29094 0.36
H 2.77790 0.16609 0.36714 0.40
C -2.27752 5.66666 -1.12360 -1.41
C -3.73164 5.36267 -0.88569 0.46
C -4.37005 6.06803 0.29616 -0.53
O -5.37811 5.13260 0.70026 -0.35
C -4.98460 3.90245 0.32451 0.64
O -5.49749 2.88546 0.66956 -0.53
O -3.91537 3.97924 -0.50640 -0.23
H -1.89366 5.08870 -1.96331 0.32
H -2.15159 6.72544 -1.35008 0.41
H -1.68733 5.42004 -0.24035 0.34
H -4.32062 5.52945 -1.79129 0.25
H -4.83090 7.02047 0.05270 0.31
H -3.66504 6.19634 1.12076 0.31
C 1.03886 -8.51390 1.43745 -1.40
C 1.38057 -7.72383 2.67076 0.50
C 0.31019 -6.77135 3.16801 -0.49
O 1.08493 -5.73550 3.78686 -0.31
C 2.30256 -5.71627 3.20104 0.66
O 3.10735 -4.84881 3.33232 -0.54
O 2.46216 -6.79992 2.41181 -0.33
H 1.87905 -9.13485 1.13219 0.36
H 0.18543 -9.16212 1.63672 0.38
H 0.79135 -7.84602 0.61129 0.34
H 1.70845 -8.38296 3.47829 0.27
H -0.37166 -7.20319 3.89439 0.31
H -0.25677 -6.33518 2.34124 0.28
```

Properties
* net charge: +1
* DFT total energy: -1554.5011 hartree
* largest force on an atom: 0.94 eV/A

Question: Which value of largest force on an atom does entry 3 give?
Answer: 2.45 eV/A

Question: Among the records above, which one has the lowest largest force on an atom?
Answer: C19H32BN2O9